Record 1
Entry from OMol25: a gas-phase ion, C5H13N4 (charge +1) at a distorted geometry (the ωB97M-V functional and the def2-TZVPD basis).

Properties
SMILES: C=NCC[N@@H+](C)/C=N/N
E_HOMO (eV): -12.746

```
! RIJCOSX wB97M-V def2-TZVPD def2/J DEFGRID3
* xyz 1 1
C -0.833 -1.395 -0.106
H 0.664 -0.824 1.253
N -1.362 0.984 0.180
H 1.915 2.602 -0.916
H -1.535 -0.348 1.587
C -2.317 1.621 -0.338
N 1.641 1.175 0.443
H -3.276 1.281 -0.444
H 1.325 -2.764 -0.751
H -2.850 -0.710 0.236
H 2.479 -1.440 -0.360
C -1.762 -0.374 0.588
H -0.825 -2.306 0.393
H 1.793 -2.490 0.842
C 1.595 -1.872 -0.102
N 0.513 -0.888 0.213
H 0.771 0.606 -1.335
N 2.128 2.334 0.090
H -0.856 -1.350 -1.255
C 0.973 0.469 -0.357
H -2.008 2.571 -0.556
H 1.826 3.116 0.692
*
```

=====

Record 2
Entry from OMol25: a molecular structure, C9H27AgBF4N3O4 at a distorted geometry (the ωB97M-V functional and the def2-TZVPD basis).

Properties
E_HOMO (eV): -8.959

```
! RIJCOSX wB97M-V def2-TZVPD def2/J DEFGRID3
* xyz 0 1
H -0.402 -6.150 3.112
H -0.192 -4.169 -6.037
H 3.393 1.014 2.635
H 3.159 3.469 1.878
H 2.838 5.992 -1.029
C -0.230 -5.721 4.099
H -0.918 -7.430 5.213
C 3.123 4.048 -0.146
C 3.693 3.146 0.984
H 1.403 4.300 -1.165
C 3.317 5.579 -0.142
H -0.561 -4.572 -3.864
F -3.541 4.187 4.909
H 4.374 5.843 -0.105
H 2.270 -5.211 -4.751
H -5.020 3.251 -2.254
H 4.305 -0.131 1.764
H -6.484 1.702 -4.481
C 4.125 0.942 1.830
H -1.147 -5.874 6.091
H 0.981 -6.153 -5.468
C 0.598 -3.918 -5.329
N -6.296 0.983 -3.796
F -2.509 5.167 3.330
F -1.433 4.739 5.310
H 5.116 1.341 2.047
O -5.216 0.819 -1.805
H -6.478 0.014 -4.015
H 1.942 -5.254 -6.482
H 3.633 3.637 -1.017
C -1.195 -6.379 5.126
Ag -0.428 -0.338 -0.014
C -5.637 1.436 -2.828
H 1.204 -3.095 -5.707
O 0.164 -3.950 -3.963
O -0.471 -4.324 3.955
H -2.239 -6.374 4.813
F -1.896 3.080 3.894
N -5.349 2.666 -3.009
H 0.852 -5.837 4.149
N 1.716 3.712 -0.406
O 3.673 1.725 0.677
H 4.672 3.589 1.163
H 1.258 4.173 0.368
H 2.898 6.116 0.710
H -5.733 2.980 -3.889
H -0.466 -3.906 4.819
B -2.340 4.317 4.321
C 1.477 -5.183 -5.498
*
```

=====

Record 3
Entry from OMol25: a molecular structure, C21H18CuF6N3O7S4 at a distorted geometry (the ωB97M-V functional and the def2-TZVPD basis).

Properties
E_HOMO (eV): -2.375

```
! RIJCOSX wB97M-V def2-TZVPD def2/J DEFGRID3
* xyz -2 1
H 2.146 2.922 2.116
C -3.289 2.830 2.999
C 4.723 -2.365 -1.729
C -0.861 2.984 -0.973
O -0.939 1.872 -0.413
H -0.839 5.083 -2.668
C -1.035 4.153 -4.613
C -2.011 2.635 2.497
C -1.151 2.947 -5.294
N 4.282 -1.123 -1.548
S -0.110 -3.286 1.780
C -3.354 -2.223 -0.036
C -1.062 1.769 -3.195
F -3.487 -3.190 -0.945
H 6.450 -3.534 -2.297
S -1.593 -1.677 0.117
H 6.450 -1.847 -2.866
O 1.122 -2.558 1.804
H -1.679 3.160 1.608
O -0.911 -3.330 2.967
F -0.372 -5.909 2.184
N 2.075 -1.953 -1.274
S 0.499 1.341 2.578
C 2.989 -0.946 -1.248
H -4.735 2.291 4.494
F -3.827 -2.683 1.119
C -1.594 1.042 4.267
O -0.743 4.110 -0.437
C 6.187 -2.507 -2.039
C -2.879 1.243 4.754
F -4.115 -1.199 -0.413
O 1.201 0.836 3.802
C -1.162 1.755 -4.580
N -0.944 -3.099 0.419
C -0.950 2.973 -2.509
H 4.242 -4.479 -1.738
C 0.397 -5.069 1.496
C 3.886 -3.465 -1.628
H -1.227 2.935 -6.376
C 2.541 -3.174 -1.425
F 0.367 -5.451 0.223
H -3.952 3.522 2.493
H 6.781 -2.197 -1.177
H 0.582 3.412 1.393
H 0.867 3.620 3.164
C -1.168 1.743 3.149
H -1.067 0.853 -2.621
H -1.247 0.808 -5.101
H -3.218 0.688 5.622
Cu 0.405 -0.470 -0.383
O -1.415 -1.219 -1.268
H -1.019 5.088 -5.164
C -3.729 2.138 4.121
F 1.646 -5.221 1.933
C -0.935 4.162 -3.229
O -1.594 -0.768 1.243
S 2.415 0.642 -0.771
H 1.799 -3.970 -1.407
C 1.072 3.009 2.284
H -0.911 0.347 4.738
*
```

=====

Record 4
Entry from OMol25: 3 unconnected molecules or ions with the total composition C10H21BrO7 (the ωB97M-V functional and the def2-TZVPD basis).

Properties
SMILES: O=C1OC[C@](Br)(COO)O1.CC(C)O.CC(C)O
E_HOMO (eV): -10.061

```
! RIJCOSX wB97M-V def2-TZVPD def2/J DEFGRID3
* xyz 0 1
H 0.587 -0.758 3.901
C -3.810 0.744 -2.314
H 0.975 -0.754 2.175
C 4.343 -1.435 -2.044
O -1.896 -0.533 -3.027
H -4.103 0.612 -3.360
H -0.776 1.209 4.881
O -1.484 0.221 2.453
H 2.894 0.032 0.739
O 2.396 0.001 -1.876
C 0.839 -0.118 3.050
H -0.026 1.497 1.934
O -5.787 0.187 -1.338
C -0.489 1.800 4.006
H 4.219 0.563 -1.274
C -1.739 0.176 -0.851
C -1.079 -1.343 -2.288
H 2.764 -1.658 0.235
H -1.734 -0.345 3.192
O -0.822 -2.462 -2.558
H -1.285 2.516 3.805
H 1.821 -0.773 -1.873
H 3.740 -2.348 -2.065
H -5.871 0.122 -0.378
H 4.503 -1.112 -3.073
H -1.404 0.992 -0.226
O -0.615 -0.636 -1.231
O -4.427 -0.239 -1.499
H -4.099 1.740 -1.982
H 4.339 -0.994 0.695
C -0.271 0.889 2.809
H -2.463 -0.459 -0.341
C -2.306 0.559 -2.218
H 1.784 0.380 3.270
H 0.421 2.348 4.252
C 3.397 -0.766 0.193
Br -1.474 2.178 -2.922
H 5.310 -1.678 -1.599
C 3.626 -0.354 -1.252
*
```

=====

Record 5
Entry from OMol25: a molecular structure, C39H37Cl5N7O3STeV at a distorted geometry (the ωB97M-V functional and the def2-TZVPD basis).

Properties
E_HOMO (spin up / spin down) (eV): -3.428 / -4.906

```
! RIJCOSX wB97M-V def2-TZVPD def2/J DEFGRID3
* xyz -1 4
C -0.359 -2.694 3.328
H -5.043 1.580 0.407
H -4.896 -1.297 3.600
C 1.348 4.150 0.730
C -0.065 1.424 2.935
C -1.374 -2.990 4.218
C -1.516 -3.598 -1.590
O -1.099 1.414 -0.821
C -1.883 -2.337 -0.869
H 3.674 -5.765 -3.525
H 3.129 -2.682 -0.592
H 0.577 -0.753 0.693
H 0.329 1.018 2.009
H -2.061 -4.415 -1.120
H 1.963 5.874 1.833
H -0.074 -3.075 -4.919
N -1.130 -1.215 -0.946
H 1.796 -4.748 -4.813
Cl 3.460 -0.561 -0.595
C 3.545 -4.293 -1.949
N -1.172 -0.960 -4.403
C 3.750 -0.423 -2.328
H -3.562 5.850 4.008
C 3.548 5.125 0.588
H 1.535 -1.238 2.093
N -0.024 -1.385 -3.723
C -1.786 -1.226 2.067
C -2.904 3.854 3.489
C 5.094 -0.502 -2.696
C 1.506 -3.165 -3.390
C -1.175 -3.991 5.329
C -4.381 2.440 0.296
H -4.661 -1.228 1.849
C -1.739 3.118 3.612
H -4.128 4.595 5.105
C -2.605 -2.367 4.038
Cl 1.945 -0.180 -5.908
C -3.430 2.586 1.477
H 3.290 2.387 -1.415
H -5.003 3.331 0.209
H -2.811 1.688 -4.735
H 0.620 -3.152 3.465
N -0.402 2.335 -0.353
Cl 7.099 -0.508 -4.518
C 2.131 -4.319 -3.875
H -1.586 -3.623 6.272
H -1.052 3.345 4.428
H 0.339 4.129 1.133
V 0.739 -0.241 -2.366
Cl 6.346 -0.696 -1.503
C 2.655 -0.292 -3.218
H -4.229 0.164 2.864
C -2.838 -1.504 2.975
H -0.118 -4.215 5.478
C 5.438 -0.441 -4.034
N -2.503 0.777 -5.009
H 4.927 4.129 -0.726
C 1.744 3.186 -0.184
C 4.425 -0.329 -4.976
H -0.137 0.605 3.654
C -3.277 4.917 4.499
H 0.663 2.146 3.320
C -4.235 -0.929 2.814
C 3.163 -4.880 -3.155
C 3.923 4.142 -0.318
H -0.453 -3.779 -1.539
H -4.614 4.196 2.248
C 0.714 -1.529 1.429
C -0.529 -1.812 2.256
C -1.403 2.097 2.716
O 1.296 1.135 -1.193
C -1.355 0.336 -4.379
N 0.810 2.154 -0.605
H 4.346 -4.704 -1.347
C 2.261 5.121 1.112
S -0.247 1.499 -3.734
Cl 4.871 -0.284 -6.653
H 4.254 5.894 0.883
C 3.020 3.161 -0.708
H -3.839 2.318 -0.641
H -1.686 -4.929 5.095
H -3.218 0.078 -5.132
H 1.029 -2.420 0.879
C -2.279 1.784 1.656
N 1.878 -2.589 -2.226
H -2.447 5.126 5.176
O -2.941 -2.395 -0.169
Te -2.314 -0.052 0.347
C 0.408 -2.565 -4.097
C -3.722 3.591 2.397
H -3.416 -2.574 4.738
C 2.867 -3.160 -1.533
C 3.076 -0.264 -4.576
H -1.814 -3.527 -2.639
*
```

=====

Record 6
Entry from OMol25: C20H26N4O5 in the gas phase at a distorted geometry (the ωB97M-V functional and the def2-TZVPD basis).

Properties
SMILES: CCCCOC(=O)C1=C(C)Nc2ncnn2[C@@H]1c1ccc(OC)c(OC)c1OC
E_HOMO (eV): -8.113

```
! RIJCOSX wB97M-V def2-TZVPD def2/J DEFGRID3
* xyz 0 1
C -0.757 -1.866 -1.748
H 2.092 -0.894 2.733
H 0.148 -4.145 -3.114
H 2.949 1.596 -4.819
H 0.824 -1.012 3.978
H 3.112 -0.594 0.111
C -2.462 -0.047 3.491
H -0.557 3.184 4.292
H 3.267 1.525 -3.085
H -0.473 3.505 -1.805
H -1.046 -2.166 -2.742
H 0.525 1.893 -4.386
O 2.019 -2.283 0.628
C 3.153 -1.687 0.029
H 2.335 0.246 -3.862
H -2.533 -0.728 -1.445
H -1.382 2.312 -2.784
H 0.918 -2.715 -3.859
N -3.453 -1.509 2.211
H 1.900 -4.140 -3.436
C 1.243 2.089 -3.586
C 0.805 -1.876 0.100
C -1.283 -0.664 0.271
H -3.043 0.525 0.390
O -0.100 3.240 0.513
H -4.180 -2.617 3.831
C -0.672 2.440 -1.964
N -1.746 1.076 3.777
C 0.453 -2.268 -1.206
C -1.240 1.852 2.770
C 1.051 -3.527 -3.137
C -3.618 -1.776 3.482
H 1.333 1.898 -1.440
C -0.470 3.047 3.217
H -1.574 1.296 4.745
H 0.415 0.618 -2.240
O -1.318 1.899 -0.820
C -1.456 1.526 1.468
H -0.819 3.941 2.704
C 0.629 1.690 -2.248
C -2.198 0.267 1.042
H 1.454 3.160 -3.584
C 2.529 1.317 -3.856
O 0.107 -0.702 2.142
C -1.604 -1.060 -1.010
H 3.246 -1.965 -1.023
C -0.879 2.318 0.386
H 0.578 2.930 2.950
N -3.026 -0.898 4.323
C -0.081 -1.101 0.855
H 4.012 -2.063 0.582
N -2.710 -0.391 2.217
H 1.109 -2.374 2.863
O 1.372 -3.036 -1.859
C 1.098 -1.288 2.959
*
```